{"formula": "C3H5Cl2O3P", "method": "ωB97M-V with the def2-TZVPD basis set", "symbols": ["C", "C", "C", "O", "O", "O", "P", "Cl", "Cl", "H", "H", "H", "H", "H"], "xyz": [[0.16040, -0.95020, -2.17151], [-0.15976, -0.67967, 0.53832], [0.30299, -1.55156, -0.99258], [-1.32735, 1.63666, -0.70446], [1.26636, 1.58589, -0.28570], [-0.32874, 1.66722, 1.81108], [-0.30982, 1.19116, 0.39305], [12.49956, 1.10607, 0.98091], [0.57932, -3.16180, -0.74065], [-0.04121, 0.11815, -2.24387], [1.93163, 1.59859, 0.54034], [0.47967, -1.51930, -3.05275], [-1.17393, -0.84207, 0.88736], [0.65511, -1.07824, 1.19019]], "total_charge": -2, "spin_multiplicity": 1, "e_above_lowest_kcal_mol": 17.6}



{"formula": "C3H5ClN2", "method": "ωB97M-V with the def2-TZVPD basis set", "symbols": ["C", "C", "C", "N", "N", "Cl", "H", "H", "H", "H", "H"], "xyz": [[0.03577, -1.54555, -0.37644], [-0.88368, 0.16178, 0.68472], [1.11450, 0.01690, -0.66828], [-0.87231, -1.22606, 0.41501], [0.18266, 0.80077, -0.16685], [2.70229, -0.21414, 0.20449], [0.27510, -2.50724, -0.58650], [-1.90139, 0.53260, 0.29521], [-0.80977, 0.39330, 1.78504], [1.46741, 0.25708, -1.73097], [0.33136, 1.69174, 0.24620]], "total_charge": 0, "spin_multiplicity": 1, "e_above_lowest_kcal_mol": 36.4}



{"formula": "C3H5ClN2", "method": "ωB97M-V with the def2-TZVPD basis set", "symbols": ["C", "C", "C", "N", "N", "Cl", "H", "H", "H", "H", "H"], "xyz": [[-0.31132, -2.32283, 0.71817], [0.84305, 2.84018, -0.93988], [-1.21296, -2.24758, -0.23965], [0.27102, 1.72690, -0.92665], [-0.26538, 0.73342, -0.89912], [-0.89967, -2.73299, -1.85450], [-0.55305, -2.02192, 1.72141], [0.68269, -2.69507, 0.54311], [0.26954, 3.70868, -1.19608], [1.89480, 2.91995, -0.75424], [-2.21165, -1.86578, -0.09137]], "total_charge": 0, "spin_multiplicity": 1, "e_above_lowest_kcal_mol": 52.5}



{"formula": "C3H5ClN2", "method": "ωB97M-V with the def2-TZVPD basis set", "symbols": ["C", "C", "C", "N", "N", "Cl", "H", "H", "H", "H", "H"], "xyz": [[-0.10321, -1.39615, -0.32934], [-1.03030, 0.38136, 0.76625], [0.85755, 0.17160, -0.70532], [-1.07263, -1.01107, 0.34617], [-0.06831, 1.00184, -0.17871], [2.40965, -0.04680, 0.23256], [0.36273, -2.22805, -0.69279], [-2.06233, 0.62342, 0.55597], [-0.81757, 0.22911, 1.84784], [1.17090, 0.29821, -1.77905], [0.35352, 1.97654, -0.06360]], "total_charge": 0, "spin_multiplicity": 1, "e_above_lowest_kcal_mol": 38.0}



{"formula": "C3H5ClN2OP", "method": "ωB97M-V with the def2-TZVPD basis set", "symbols": ["O", "P", "Cl", "C", "N", "C", "C", "N", "H", "H", "H", "H", "H"], "xyz": [[2.87938, 0.54307, 0.39632], [1.97448, 0.19510, -1.00955], [2.46582, -1.78089, -1.54195], [0.18698, 0.23294, -0.36057], [-0.48276, 1.32541, 0.13652], [-1.76054, 0.79086, 0.51330], [-1.76575, -0.64184, 0.21272], [-0.49215, -0.97324, -0.36011], [2.49676, -0.07452, 1.06469], [-0.15160, 2.29551, 0.22281], [-2.59106, 1.36504, 0.99223], [-2.58516, -1.37932, 0.40292], [-0.17440, -1.89812, -0.66935]], "total_charge": 1, "spin_multiplicity": 1}



{"formula": "C3H5ClO", "method": "ωB97M-V with the def2-TZVPD basis set", "symbols": ["C", "C", "C", "H", "H", "H", "H", "H", "O", "Cl"], "xyz": [[0.50751, -0.73903, -1.01799], [-0.55294, 0.11395, -0.08087], [-0.30337, 0.70160, 1.11367], [1.21775, -0.49873, -0.07886], [0.35606, -1.94477, -1.06751], [-1.39571, 0.52809, -0.52454], [0.74970, 0.61639, 1.42281], [-0.83755, 1.68298, 1.59238], [-0.70042, -0.61099, 1.07057], [0.95896, 0.15051, -2.42965]], "total_charge": 0, "spin_multiplicity": 1, "e_above_lowest_kcal_mol": 81.5}



Record-wise gap between HOMO and LUMO values, in eV: 6.5, 10.5, 9.7, 10.2, 9.2, 11.0
Record-wise LUMO level values, in eV: 4.2255, 0.9735, 1.0141, 0.9931, -4.4792, 0.9982